{"formula": "C23H55FeN3O2P4", "method": "ωB97M-V/def2-TZVPD", "orbital_gap_ev": [8.202, 6.449], "multiplicity": 6, "s_squared": 8.815, "relative_energy_ev": 0.0000, "charge": 3, "lumo_energy_ha": [-0.2937, -0.3581], "elements": ["Fe", "P", "P", "P", "H", "C", "C", "H", "C", "C", "C", "C", "C", "C", "C", "C", "C", "H", "H", "H", "H", "H", "H", "H", "H", "H", "H", "H", "H", "H", "H", "H", "H", "H", "H", "H", "H", "H", "H", "H", "H", "H", "H", "H", "H", "H", "C", "C", "C", "C", "C", "C", "O", "H", "H", "H", "H", "H", "H", "C", "N", "C", "P", "O", "N", "C", "C", "N", "C", "C", "H", "H", "H", "H", "H", "H", "H", "H", "H", "H", "H", "H", "H", "H", "H", "H", "H", "H"], "positions_angstrom": [[-0.919092, -0.304992, -0.702154], [1.389245, -1.071887, 0.761799], [2.975992, 2.930703, -2.344785], [-0.846632, -2.996829, -0.843403], [-0.259890, 2.223072, -2.417960], [-1.122227, 1.533255, -2.218189], [-1.906755, 1.544162, -1.077736], [-1.715947, 2.286880, -0.282790], [2.789556, -1.976460, -0.016573], [2.214481, 0.416132, 1.459039], [1.047046, -1.955184, 2.367109], [3.654235, 4.496598, -2.903060], [1.858414, 3.241610, -0.929837], [4.269451, 1.707740, -2.061564], [-2.425645, -3.403754, -1.658909], [-0.708059, -4.093585, 0.631745], [0.426699, -3.663464, -1.998212], [-1.668438, 1.122960, -3.050334], [-2.863921, 0.978708, -1.062620], [3.597801, -2.122479, 0.708640], [3.201673, -1.442738, -0.880331], [2.447903, -2.947568, -0.387205], [2.959590, 0.163522, 2.227518], [1.459939, 1.076748, 1.910614], [2.710590, 0.952000, 0.641217], [1.130710, -3.031325, 2.170818], [0.035029, -1.748929, 2.760640], [1.783466, -1.652959, 3.130092], [3.671599, 5.202465, -2.062312], [2.979469, 4.907630, -3.661655], [4.645514, 4.352990, -3.341788], [2.443517, 3.727007, -0.128921], [1.434612, 2.303287, -0.526959], [1.005587, 3.897726, -1.212593], [5.234453, 2.229536, -2.067327], [4.234152, 0.981254, -2.885838], [4.130165, 1.179648, -1.112269], [-2.730391, -4.435253, -1.445807], [-2.298531, -3.263047, -2.739294], [-3.198416, -2.707231, -1.302157], [-1.362435, -4.971923, 0.575677], [-0.983843, -3.524457, 1.528105], [0.327142, -4.436433, 0.753951], [0.016437, -4.160985, -2.883025], [1.083906, -4.364475, -1.472292], [1.004172, -2.798031, -2.341495], [1.688707, -0.296403, -4.408993], [2.071125, -1.416465, -5.275526], [1.048414, -2.179759, -5.853777], [-0.294338, -2.007438, -5.442868], [-0.612725, -1.153167, -4.380268], [0.449064, -0.580295, -3.690464], [2.325897, 0.798655, -4.343827], [2.277005, 2.372662, -3.484708], [3.115461, -1.472622, -5.583701], [1.297935, -2.979516, -6.557876], [-1.106949, -2.557622, -5.935157], [-1.657033, -1.012622, -4.045734], [0.353036, -0.039135, -2.737445], [-0.121705, 2.856158, 2.705561], [-0.444741, 1.523832, 3.267929], [0.267303, 1.192193, 4.504672], [-1.676914, 0.672681, 2.559839], [-1.467704, 0.324384, 1.110659], [-1.919712, -0.817463, 3.310262], [-2.883389, -1.666421, 2.573200], [-2.056384, -0.997248, 4.765068], [-2.954225, 1.733320, 2.641569], [-3.898822, 1.871898, 1.538874], [-3.429248, 2.283773, 3.909521], [0.926514, 3.092812, 2.928490], [-0.741557, 3.658781, 3.134111], [-0.248036, 2.860847, 1.613009], [-0.362253, 1.289648, 5.403394], [0.699022, 0.183450, 4.458971], [1.101601, 1.894640, 4.627631], [-2.557057, -1.828940, 1.540332], [-2.959569, -2.648325, 3.051666], [-3.884527, -1.210400, 2.567045], [-1.081506, -1.131110, 5.252648], [-2.606133, -0.162707, 5.222487], [-2.627028, -1.920218, 4.936103], [-4.287979, 0.888518, 1.243639], [-4.729643, 2.504646, 1.868679], [-3.428460, 2.354121, 0.675011], [-4.115745, 1.591701, 4.418751], [-2.616865, 2.552635, 4.595270], [-4.003142, 3.194861, 3.708365]], "forces_ev_per_angstrom": [[1.4074, -1.6544, 1.9712], [0.1845, 0.8744, 0.5006], [-0.6057, 0.0690, -1.1795], [-0.4977, 0.0675, -0.8042], [-0.9583, -0.9565, 0.4073], [-1.5722, 1.1840, 1.2352], [0.6132, 1.5686, -1.5193], [-0.0265, -0.9537, -0.3181], [-0.0768, -0.1292, 0.1742], [0.0605, 0.2263, -0.2134], [-0.0683, -0.2576, -0.3783], [-0.2487, 0.3464, 0.2446], [-0.1638, -0.1373, 0.1252], [0.1192, -0.0412, 0.2871], [-0.2845, -0.0491, 0.1928], [-0.1253, 0.4125, 0.4022], [0.2234, 0.3657, 0.0904], [0.6359, -0.5223, -0.5837], [0.4370, 0.6304, -0.0423], [-0.1491, -0.0634, -0.0879], [-0.2035, 0.1023, 0.1621], [0.1371, 0.1020, 0.1926], [-0.1675, -0.0352, -0.2978], [0.2431, -0.2867, -0.1906], [-0.0019, -0.0207, 0.2688], [0.0857, 0.3001, 0.3278], [0.4655, 0.0125, -0.3545], [-0.1351, -0.1765, -0.4339], [0.3139, -0.1262, -0.2383], [0.1539, -0.0637, 0.0818], [-0.1365, 0.0917, 0.1274], [-0.2649, -0.1445, -0.3086], [0.2981, 0.3306, -0.2529], [0.7366, -0.2480, 0.0060], [-0.1532, -0.2591, 0.1254], [0.0130, 0.3186, 0.2092], [0.1384, 0.1406, -0.1523], [-0.0157, 0.2117, -0.2033], [-0.0989, -0.0674, 0.2238], [0.0666, -0.3752, -0.1247], [0.1184, 0.2236, -0.2701], [0.0316, -0.2846, -0.1922], [-0.2755, 0.0958, -0.1225], [-0.1450, 0.0809, 0.2910], [-0.1192, 0.1425, -0.1776], [0.1499, -0.3415, -0.0731], [1.0260, -0.0666, -0.2419], [-0.8017, 0.1950, -1.2080], [1.1614, -0.0621, 0.8865], [-0.3311, -0.1034, -0.8231], [0.5864, 0.0888, 1.3551], [-0.7988, 1.5077, -0.1834], [-1.1762, -2.6681, 0.1470], [0.1159, 0.5770, 1.2125], [-0.3161, -0.1120, -0.1255], [-0.1120, 0.4670, 0.1290], [0.4925, 0.2395, 0.1016], [0.6634, -0.3834, -0.1112], [-0.1096, -0.1206, -0.6350], [-0.4025, 0.0397, 0.0806], [0.0596, -0.3285, -0.2870], [0.2022, -0.2566, 0.4305], [-0.6606, 0.4817, 1.7621], [0.3139, -0.1709, -0.9476], [0.1989, 0.3981, -0.2976], [-0.1598, 0.1207, -0.2666], [-0.0538, 0.1421, 0.4419], [0.5539, -0.2439, -0.4153], [-0.1981, -0.2877, -0.2285], [-0.2585, 0.0586, 0.5235], [-0.2511, -0.1602, -0.0878], [0.1059, -0.2636, -0.1258], [-0.0330, -0.0142, 0.2568], [0.1815, -0.0895, -0.3231], [-0.1973, 0.2135, 0.0893], [-0.2365, -0.2179, -0.0902], [-0.0819, 0.1285, 0.1712], [0.1119, 0.2821, -0.0125], [0.1040, -0.2281, -0.0458], [-0.2881, 0.1826, -0.1472], [0.1892, -0.2941, 0.0997], [0.1648, 0.4182, 0.0481], [-0.1740, 0.3015, -0.1335], [0.1630, -0.2619, -0.1798], [-0.3113, -0.0471, 0.2782], [0.1911, 0.1342, -0.0278], [-0.0366, -0.1827, -0.2283], [0.2639, -0.1172, 0.0315]], "mulliken_spin": [3.699, 0.099, -0.003, 0.046, 0.002, 0.096, -0.072, 0.007, 0.006, 0.023, 0.010, 0.000, 0.005, 0.000, -0.009, 0.002, -0.014, -0.003, 0.007, 0.004, -0.001, 0.000, 0.003, -0.012, -0.007, -0.003, 0.001, 0.003, 0.000, 0.000, 0.000, 0.000, 0.006, 0.000, -0.001, 0.000, 0.000, 0.002, 0.003, 0.006, 0.002, -0.002, -0.001, -0.002, 0.004, 0.025, 0.120, 0.218, -0.084, 0.282, -0.003, 0.210, 0.243, 0.001, -0.004, 0.002, 0.005, 0.017, 0.019, -0.001, 0.001, 0.000, 0.004, 0.030, 0.001, -0.001, 0.001, 0.004, 0.001, 0.001, 0.000, 0.000, 0.000, 0.000, 0.000, 0.000, 0.005, 0.000, 0.000, 0.000, 0.000, 0.000, -0.001, 0.000, 0.002, 0.000, 0.000, 0.000]}


{"formula": "C23H55N3NdO2P4", "method": "ωB97M-V/def2-TZVPD", "orbital_gap_ev": [7.272, 7.517], "multiplicity": 4, "s_squared": 3.755, "relative_energy_ev": 0.3917, "charge": 3, "lumo_energy_ha": [-0.3452, -0.3362], "elements": ["Nd", "P", "P", "P", "H", "C", "C", "H", "C", "C", "C", "C", "C", "C", "C", "C", "C", "H", "H", "H", "H", "H", "H", "H", "H", "H", "H", "H", "H", "H", "H", "H", "H", "H", "H", "H", "H", "H", "H", "H", "H", "H", "H", "H", "H", "H", "C", "C", "C", "C", "C", "C", "O", "H", "H", "H", "H", "H", "H", "C", "N", "C", "P", "O", "N", "C", "C", "N", "C", "C", "H", "H", "H", "H", "H", "H", "H", "H", "H", "H", "H", "H", "H", "H", "H", "H", "H", "H"], "positions_angstrom": [[-0.069181, 0.102168, -0.869894], [0.658094, -2.419533, -1.877837], [2.794715, 0.002713, 0.230329], [-2.981701, 0.386074, -1.255588], [2.199065, 3.509419, -1.308907], [1.203553, 3.886542, -1.058569], [0.802225, 4.109607, 0.207691], [1.501844, 4.208507, 1.041553], [1.483975, -2.272097, -3.496380], [1.615224, -3.652444, -0.903088], [-0.822806, -3.497393, -2.076118], [3.495970, 1.529296, 0.957174], [3.157684, -1.170135, 1.600944], [4.189079, -0.433307, -0.886628], [-3.618669, 1.998053, -0.590917], [-4.241851, -0.603379, -0.338866], [-3.550281, 0.332025, -3.013383], [0.546922, 4.044617, -1.929625], [-0.267540, 4.109125, 0.451728], [1.777314, -3.238544, -3.925706], [2.389546, -1.657763, -3.381885], [0.832584, -1.763653, -4.221582], [1.729551, -4.604541, -1.454890], [1.056473, -3.867213, 0.022857], [2.598180, -3.245825, -0.629911], [-0.632713, -4.357665, -2.739181], [-1.660992, -2.890620, -2.451934], [-1.105391, -3.879913, -1.081514], [4.564704, 1.584900, 0.718608], [3.386031, 1.524313, 2.045969], [2.988958, 2.413949, 0.555176], [4.243868, -1.217313, 1.764573], [2.807116, -2.176174, 1.340285], [2.657934, -0.825499, 2.518320], [5.135330, -0.266973, -0.350778], [4.159844, 0.216949, -1.772113], [4.123281, -1.482731, -1.203095], [-4.440780, 2.394459, -1.207488], [-2.797665, 2.726219, -0.533155], [-4.002178, 1.839127, 0.430254], [-5.254420, -0.451687, -0.748424], [-4.248705, -0.274487, 0.711969], [-3.981922, -1.668430, -0.358728], [-4.602376, 0.639529, -3.115022], [-3.439005, -0.694576, -3.394964], [-2.936901, 0.980173, -3.660356], [0.121132, 1.407954, -4.338673], [0.922968, 0.743737, -5.258310], [0.553150, 0.827257, -6.597033], [-0.463293, 1.706106, -6.985546], [-1.133696, 2.495336, -6.046521], [-0.808164, 2.391521, -4.681726], [0.206913, 0.911004, -2.995017], [0.644735, -0.030541, -3.088724], [1.803304, 0.162238, -4.939710], [1.058354, 0.203724, -7.326903], [-0.730779, 1.795186, -8.039184], [-1.902076, 3.211194, -6.351160], [-1.200485, 3.081202, -3.928611], [0.085701, -2.916880, 2.638524], [-0.304890, -1.811782, 3.502850], [-0.706648, -2.215347, 4.862520], [-0.286017, -0.238228, 3.003817], [-0.243382, -0.040713, 1.495718], [-1.683037, 0.356070, 3.682892], [-1.837939, 1.752966, 4.100820], [-2.932314, -0.379299, 3.438428], [1.044445, 0.447440, 3.743245], [1.471616, -0.015413, 5.079431], [1.304897, 1.880395, 3.574591], [0.021297, -3.841454, 3.221145], [1.114043, -2.828243, 2.268139], [-0.596463, -3.019873, 1.784337], [0.162694, -2.559452, 5.447340], [-1.205076, -1.396275, 5.398130], [-1.404356, -3.061848, 4.779188], [-1.745487, 2.474428, 3.267983], [-2.824566, 1.890812, 4.568634], [-1.094150, 1.999448, 4.870072], [-3.321968, -0.259676, 2.415682], [-2.768414, -1.445562, 3.620149], [-3.703737, -0.040004, 4.142889], [2.389302, 0.522761, 5.348532], [0.702469, 0.220508, 5.835283], [1.681948, -1.094502, 5.077451], [1.133969, 2.219345, 2.548315], [0.684146, 2.483043, 4.248581], [2.345850, 2.085559, 3.851535]], "forces_ev_per_angstrom": [[-0.0566, 1.3165, 3.2554], [0.1120, -2.4618, -0.0809], [1.2671, -0.3382, 0.3796], [-2.1527, 0.4892, 0.1507], [0.0507, 0.9041, 0.1175], [-0.3047, -0.4629, 0.1360], [-0.1926, -0.7944, -0.5517], [-0.1770, -0.4077, -0.2373], [0.1393, 0.1411, -0.2112], [0.4754, 0.3623, 0.3157], [-0.5083, 0.5844, -0.1848], [-0.2005, 0.5318, -0.0396], [-0.2941, -0.1795, -0.0130], [-0.2734, 0.0397, -0.3754], [0.6085, 0.3963, -0.0198], [0.3114, -0.7096, 0.0467], [0.2786, -0.0711, -0.1347], [0.0424, -0.4227, 0.5767], [0.4149, 0.9314, -0.1147], [-0.1290, 0.1368, 0.1931], [-0.1047, -0.2086, 0.0011], [0.0242, -0.2304, 0.1000], [-0.0520, 0.5803, 0.0685], [0.2126, 0.1457, -0.3295], [-0.1800, -0.3324, -0.0962], [-0.0136, 0.4328, 0.1714], [0.0806, -0.4613, -0.0947], [0.1411, 0.1700, -0.3357], [-0.2579, 0.0149, 0.0505], [-0.0368, -0.0324, -0.3007], [0.2615, -0.1118, 0.1729], [-0.2855, 0.1126, -0.0690], [0.1550, 0.2117, 0.1481], [0.1472, -0.1896, -0.3223], [-0.2991, -0.1532, -0.2245], [0.1648, -0.2070, 0.1419], [0.0977, 0.2480, 0.0081], [0.3818, -0.1546, 0.1299], [-0.4216, 0.1192, -0.0939], [0.2530, 0.0514, -0.4356], [0.4697, -0.0183, 0.0020], [0.0497, -0.1801, -0.5102], [-0.3188, 0.1203, -0.0147], [0.3322, -0.1429, 0.1992], [-0.1173, 0.2511, 0.1188], [-0.1606, -0.1545, 0.3147], [0.0856, 0.1466, -0.7751], [-0.4052, -0.2337, -0.0708], [0.0523, 0.5042, -0.0736], [-0.2892, -0.1192, -0.0373], [0.5390, 0.2003, 0.3768], [0.2276, -0.5153, 0.0215], [1.2884, -1.8576, 0.2864], [-0.6634, 2.2717, -0.7990], [-0.6537, 0.1281, -0.1633], [0.0748, 0.2927, -0.0208], [0.0582, -0.1172, 0.3198], [0.3967, -0.2186, 0.0282], [-0.2714, -0.4965, -0.2313], [0.1258, -0.1930, -0.1755], [0.0427, 0.3305, -0.6685], [-0.1302, -0.2247, 0.2503], [-0.4767, -0.2591, 2.8577], [0.2817, -0.2473, -1.5610], [0.0830, -0.0808, -0.3264], [0.1369, 0.3792, 0.2271], [-0.0796, -0.1638, 0.0388], [-0.3607, 0.3547, -0.7531], [-0.2842, -0.1742, 0.1859], [0.0297, 0.4112, 0.2205], [0.0578, 0.1672, -0.1982], [-0.2192, -0.0208, 0.1404], [0.0334, -0.0129, 0.0386], [-0.3264, 0.1664, -0.2115], [0.2554, -0.2798, -0.2332], [0.1055, 0.2997, 0.0876], [-0.0818, -0.2312, 0.2762], [0.3634, -0.1379, -0.2547], [-0.3000, -0.0316, -0.2455], [0.1493, 0.0836, 0.2765], [-0.1351, 0.1831, -0.1183], [0.2968, -0.0524, -0.2041], [-0.2385, -0.2034, -0.1258], [0.3529, -0.1659, -0.1047], [-0.0859, 0.4752, -0.0015], [-0.0237, -0.1597, 0.1014], [0.2262, -0.0085, -0.1832], [-0.1733, -0.0557, -0.2058]], "mulliken_spin": [3.066, -0.009, -0.008, -0.009, 0.000, 0.001, -0.001, 0.000, -0.002, 0.001, 0.000, -0.002, -0.001, -0.001, 0.000, -0.001, -0.001, 0.000, 0.000, 0.000, 0.000, 0.000, 0.000, 0.000, 0.000, 0.000, 0.000, 0.000, 0.000, 0.000, 0.000, 0.000, 0.000, 0.001, 0.000, 0.000, 0.000, 0.000, 0.000, 0.000, 0.000, 0.000, 0.000, 0.000, 0.000, 0.000, 0.000, 0.000, 0.000, -0.001, 0.000, 0.001, -0.011, -0.004, 0.000, 0.000, 0.000, 0.000, 0.000, 0.002, 0.000, 0.000, 0.002, -0.020, -0.001, 0.000, 0.000, 0.000, 0.000, 0.000, 0.000, 0.000, 0.000, 0.000, 0.000, 0.000, 0.000, 0.000, 0.000, 0.000, 0.000, 0.000, 0.000, 0.000, 0.000, 0.000, 0.000, 0.000]}


For reference, calculated total energy by record: -104825.28861 -85718.08949 eV.